(1)
DFT (ωB97M-V/def2-TZVPD) results for a molecular structure, C22H33MnN3O7P2 in a non-equilibrium geometry.

Each line ends with the Löwdin charge.
Positions of all 68 atoms, in Å:
Mn (0.02, 1.39, -0.14)  0.456
P (-1.79, 2.29, -1.59)  0.803
P (1.83, 0.16, 1.14)  0.806
N (0.54, 3.01, 0.39)  -0.092
H (-1.11, 0.64, 1.00)  0.148
C (-3.53, 2.46, -0.99)  -0.252
H (-4.17, 2.97, -1.73)  0.052
H (-3.52, 3.05, -0.06)  0.050
H (-3.95, 1.48, -0.76)  0.028
C (-2.01, 1.53, -3.25)  -0.261
H (-2.81, 2.03, -3.81)  0.050
H (-2.24, 0.46, -3.17)  0.023
H (-1.06, 1.63, -3.80)  0.050
C (-1.38, 4.03, -2.03)  -0.271
H (-2.14, 4.45, -2.71)  0.048
H (-0.39, 4.05, -2.51)  0.046
H (-1.33, 4.63, -1.11)  0.040
C (1.40, -0.51, 2.80)  -0.189
H (2.26, -0.95, 3.29)  0.052
H (0.61, -1.27, 2.69)  0.032
H (0.98, 0.30, 3.41)  0.066
C (2.60, -1.25, 0.30)  -0.234
H (3.36, -1.72, 0.95)  0.057
H (3.08, -0.92, -0.63)  0.059
H (1.85, -2.01, 0.04)  0.018
C (3.21, 1.29, 1.49)  -0.275
H (4.00, 0.76, 2.05)  0.041
H (2.86, 2.15, 2.07)  0.039
H (3.62, 1.66, 0.54)  0.041
C (0.99, 4.18, 0.65)  -0.461
C (0.93, 6.29, 1.97)  -0.117
C (0.44, 5.02, 1.71)  -0.041
C (2.08, 4.79, -0.11)  -0.048
C (2.56, 6.05, 0.17)  -0.117
C (1.99, 6.82, 1.21)  -0.111
H (0.50, 6.88, 2.78)  0.098
H (-0.38, 4.58, 2.29)  0.099
H (2.49, 4.17, -0.91)  0.095
H (3.38, 6.46, -0.42)  0.098
H (2.38, 7.82, 1.42)  0.094
C (-1.24, -1.50, -1.17)  -0.451
O (-0.35, -0.62, -1.20)  -0.086
C (-2.61, -1.21, -0.68)  -0.018
H (-3.15, -2.13, -0.40)  0.105
H (-3.20, -0.69, -1.43)  0.085
H (-2.52, -0.53, 0.20)  0.067
C (-0.92, -2.81, -1.78)  0.019
H (-1.03, -3.61, -1.04)  0.057
H (0.12, -2.83, -2.17)  0.113
H (-1.62, -3.05, -2.59)  0.111
O (-1.85, -1.58, 1.93)  0.036
C (-0.79, -1.84, 1.34)  -0.529
O (0.02, -0.83, 0.91)  -0.485
C (-0.39, -3.37, 1.22)  -0.058
C (0.93, -3.83, 1.09)  0.064
C (1.25, -5.01, 0.38)  -0.115
C (0.24, -5.87, -0.03)  0.083
C (-1.08, -5.58, 0.33)  -0.131
C (-1.40, -4.34, 0.99)  0.072
N (-2.10, -6.40, -0.27)  -0.276
O (-1.77, -7.45, -0.93)  0.050
O (-3.32, -6.01, -0.25)  0.049
N (2.59, -5.21, -0.13)  -0.263
O (3.46, -4.29, 0.00)  0.051
O (2.84, -6.24, -0.85)  0.057
H (1.77, -3.26, 1.46)  0.106
H (0.49, -6.73, -0.65)  0.132
H (-2.46, -4.08, 1.09)  0.135

Energy above the lowest of the compared OMol25 structures with the same formula, charge and spin = 3.217 eV
Orbital gap (alpha / beta) = 4.877 / 5.361 eV
Multiplicity = 4
Expectation value of S² = 4.1862
LUMO level (alpha / beta) = -1.9 / -1.9 eV
Electronic energy = -92037.957 eV
HOMO (alpha / beta) = -6.8 / -7.2 eV

---

(2)
DFT (ωB97M-V/def2-TZVPD) results for a molecular structure, C29H28N3O2OsS5Sb.

Each line ends with the Löwdin charge.
Positions of all 69 atoms, in Å:
Os (-0.05, 1.45, -0.10)  1.213
C (2.99, 2.78, -0.19)  -0.022
C (2.72, 1.86, -1.35)  -0.308
C (3.74, 1.51, -2.22)  0.009
C (3.48, 0.69, -3.31)  -0.007
C (2.18, 0.27, -3.54)  -0.099
C (1.18, 0.64, -2.65)  -0.439
N (1.47, 1.39, -1.56)  -0.126
Sb (-0.85, 0.26, -3.25)  1.590
C (-1.48, -0.99, -1.63)  -0.463
C (-2.28, -2.06, -1.98)  -0.111
C (-2.77, -2.88, -0.97)  -0.024
C (-2.44, -2.59, 0.34)  0.003
C (-1.63, -1.49, 0.63)  -0.326
C (-1.36, -1.16, 2.07)  -0.037
N (-1.15, -0.71, -0.35)  -0.064
C (-1.49, 2.19, -2.51)  -0.425
C (-2.38, 2.88, -3.31)  -0.098
C (-2.71, 4.19, -3.00)  0.000
C (-2.12, 4.79, -1.91)  0.016
C (-1.24, 4.08, -1.11)  -0.310
C (-0.62, 4.72, 0.09)  -0.029
N (-0.97, 2.78, -1.39)  -0.183
H (4.05, 2.86, -0.01)  0.099
H (2.51, 2.44, 0.72)  0.008
H (2.61, 3.78, -0.43)  0.099
H (4.74, 1.89, -2.04)  0.133
H (4.28, 0.41, -3.98)  0.132
H (1.94, -0.32, -4.41)  0.104
H (-2.53, -2.25, -3.01)  0.096
H (-3.41, -3.72, -1.20)  0.127
H (-2.81, -3.20, 1.15)  0.135
H (-1.06, -2.06, 2.60)  0.085
H (-2.28, -0.80, 2.54)  0.094
H (-0.58, -0.41, 2.19)  0.034
H (-2.79, 2.40, -4.20)  0.100
H (-3.41, 4.74, -3.62)  0.132
H (-2.33, 5.82, -1.67)  0.136
H (-0.54, 5.79, -0.07)  0.103
H (0.36, 4.32, 0.30)  0.036
H (-1.25, 4.55, 0.97)  0.083
O (-3.44, 2.94, 5.95)  0.031
C (-2.86, 2.74, 4.94)  -0.938
S (-3.68, 2.28, 3.41)  1.032
C (-2.25, 2.15, 2.47)  -1.126
C (-1.02, 2.41, 3.11)  -1.134
S (0.47, 2.31, 2.35)  0.693
S (-1.08, 2.83, 4.78)  1.040
S (-2.38, 1.73, 0.84)  0.707
C (-0.25, -6.46, 1.21)  -0.025
C (0.33, -5.09, 0.99)  -0.239
C (0.74, -4.31, 2.08)  -0.013
C (1.31, -3.06, 1.89)  -0.069
C (1.47, -2.59, 0.60)  -0.414
C (1.06, -3.34, -0.50)  -0.081
C (0.49, -4.58, -0.30)  -0.021
S (2.17, -1.02, 0.23)  1.007
C (3.64, -1.02, 1.23)  -0.187
O (1.33, 0.10, 0.90)  -0.743
H (-0.72, -6.55, 2.19)  0.087
H (0.54, -7.22, 1.16)  0.101
H (-0.98, -6.71, 0.44)  0.086
H (0.62, -4.70, 3.08)  0.130
H (1.61, -2.48, 2.75)  0.124
H (1.20, -2.95, -1.51)  0.111
H (0.18, -5.18, -1.15)  0.128
H (3.41, -1.29, 2.26)  0.068
H (4.05, -0.02, 1.18)  0.064
H (4.33, -1.74, 0.79)  0.083

Orbital gap (alpha / beta) = 6.742 / 6.573 eV
Multiplicity = 5
Expectation value of S² = 6.0215
LUMO level (alpha / beta) = -5.7 / -7.3 eV
Total charge = +2
Electronic energy = -102258.827 eV
HOMO (alpha / beta) = -12.4 / -13.8 eV

---

(3)
DFT (ωB97M-V/def2-TZVPD) results for 2 unconnected molecules or ions with the total composition CHNO4 in a non-equilibrium geometry.

Each line ends with the Löwdin charge.
Positions of all 7 atoms, in Å:
C (1.34, -0.06, 0.14)  -0.248
O (-0.59, 0.30, 0.30)  -0.085
O (-1.44, 1.12, -0.40)  0.036
N (0.94, -1.31, -0.04)  -0.027
O (-0.13, -1.57, -0.64)  -0.006
O (2.19, 0.59, 0.62)  0.206
H (-2.30, 0.92, 0.02)  0.124

Energy above the lowest of the compared OMol25 structures with the same formula, charge and spin = 6.314 eV
Orbital gap (alpha / beta) = 7.624 / 8.454 eV
Multiplicity = 1
LUMO level (alpha / beta) = -1.9 / -1.4 eV
Electronic energy = -10724.847 eV
HOMO (alpha / beta) = -9.5 / -9.9 eV

---

(4)
DFT (ωB97M-V/def2-TZVPD) results for a molecular structure, C6H16N2 in a non-equilibrium geometry.

Each line ends with the Löwdin charge.
Positions of all 24 atoms, in Å:
C (0.21, 1.31, -1.92)  -0.039
C (0.16, 0.39, -0.66)  -0.411
C (0.69, -1.04, -0.92)  -0.206
C (0.84, -1.79, 0.38)  -0.285
C (1.44, -3.16, 0.19)  -0.122
N (-1.13, 0.28, 0.03)  0.082
C (-1.55, 1.54, 0.49)  -0.183
N (-1.60, 2.59, 2.29)  -0.126
H (-0.74, 1.85, -1.84)  0.066
H (0.54, 0.88, -2.86)  0.077
H (0.98, 2.08, -1.77)  0.079
H (0.93, 0.85, -0.02)  0.137
H (1.53, -1.05, -1.64)  0.121
H (-0.03, -1.52, -1.62)  0.124
H (1.28, -1.18, 1.16)  0.109
H (-0.19, -1.87, 0.76)  0.105
H (1.02, -3.74, -0.64)  0.075
H (1.45, -3.82, 1.06)  0.069
H (2.45, -3.07, -0.25)  0.076
H (-0.90, 0.82, 1.22)  0.187
H (-1.08, 2.45, 0.16)  0.093
H (-2.58, 1.67, 0.76)  0.084
H (-2.20, 2.05, 2.91)  -0.059
H (-1.50, 3.49, 2.75)  -0.053

Energy above the lowest of the compared OMol25 structures with the same formula, charge and spin = 7.030 eV
Orbital gap = 7.326 eV
Multiplicity = 1
LUMO level = -0.3 eV
Electronic energy = -9455.045 eV
HOMO = -7.6 eV

---

(5)
DFT (ωB97M-V/def2-TZVPD) results for 10 unconnected molecules or ions with the total composition C13H32F33N4O7P5S in a non-equilibrium geometry.

Each line ends with the Löwdin charge.
Positions of all 95 atoms, in Å:
C (-10.02, 16.03, 15.40)  0.021
C (-10.60, 16.80, 14.28)  -0.403
O (-9.90, 17.20, 13.39)  0.111
N (-12.09, 16.79, 14.01)  0.073
H (-12.34, 15.81, 14.17)  0.148
H (-12.59, 17.35, 14.72)  0.152
C (-12.42, 17.30, 12.62)  0.032
H (-8.94, 16.06, 15.34)  0.057
H (-10.43, 15.02, 15.43)  0.103
H (-10.29, 16.42, 16.39)  0.086
H (-13.35, 16.76, 12.44)  0.101
H (-11.66, 17.00, 11.91)  0.087
H (-12.65, 18.35, 12.75)  0.099
C (-5.80, 16.45, 18.25)  0.037
C (-6.39, 17.32, 17.18)  -0.373
O (-7.31, 18.04, 17.25)  0.207
N (-5.53, 17.47, 15.88)  0.086
H (-5.37, 18.47, 15.74)  0.176
H (-4.62, 17.02, 15.95)  0.161
C (-6.24, 16.93, 14.66)  0.023
H (-5.05, 15.76, 17.85)  0.088
H (-6.56, 15.74, 18.59)  0.110
H (-5.41, 17.09, 19.04)  0.111
H (-6.73, 15.98, 14.86)  0.098
H (-5.51, 16.74, 13.89)  0.100
H (-6.97, 17.68, 14.37)  0.109
C (-7.87, 20.40, 20.20)  0.019
C (-7.41, 21.81, 20.29)  -0.371
O (-7.57, 22.59, 21.15)  0.224
N (-6.81, 22.37, 18.94)  0.071
H (-6.14, 23.08, 19.24)  0.163
H (-6.21, 21.67, 18.51)  0.156
C (-7.91, 23.03, 18.13)  0.026
H (-8.27, 20.14, 19.21)  0.075
H (-8.65, 20.28, 20.95)  0.111
H (-7.07, 19.70, 20.48)  0.085
H (-7.40, 23.65, 17.39)  0.095
H (-8.57, 23.58, 18.80)  0.082
H (-8.49, 22.29, 17.58)  0.098
C (-12.04, 19.72, 21.49)  0.048
C (-11.76, 18.34, 20.99)  -0.393
O (-11.81, 17.39, 21.70)  0.172
N (-11.55, 18.08, 19.48)  0.090
H (-12.09, 17.20, 19.28)  0.094
H (-12.08, 18.71, 18.87)  0.126
C (-10.10, 18.14, 19.14)  -0.020
H (-12.20, 19.60, 22.56)  0.101
H (-12.92, 20.17, 21.01)  0.095
H (-11.29, 20.44, 21.13)  0.071
H (-9.68, 19.03, 19.59)  0.048
H (-10.05, 18.14, 18.05)  0.040
H (-9.57, 17.24, 19.44)  0.102
C (-14.84, 14.82, 17.74)  -0.674
F (-15.37, 14.05, 16.77)  0.107
F (-15.41, 16.00, 17.78)  0.158
F (-15.12, 14.21, 18.90)  0.133
S (-13.04, 14.94, 17.45)  0.524
O (-12.56, 15.84, 18.50)  -0.299
O (-12.54, 13.58, 17.52)  -0.308
O (-12.89, 15.56, 16.14)  -0.345
P (-11.57, 23.56, 19.65)  0.179
F (-10.76, 24.05, 20.97)  -0.178
F (-12.53, 24.87, 19.78)  -0.175
F (-10.52, 24.46, 18.69)  -0.231
F (-12.38, 23.19, 18.32)  -0.138
F (-10.53, 22.32, 19.51)  -0.187
F (-12.53, 22.67, 20.57)  -0.131
P (-15.37, 19.57, 18.40)  0.173
F (-16.39, 20.31, 17.37)  -0.181
F (-16.52, 18.47, 18.69)  -0.162
F (-14.72, 18.73, 17.17)  -0.179
F (-14.27, 18.83, 19.37)  -0.171
F (-14.32, 20.79, 18.14)  -0.180
F (-15.91, 20.44, 19.66)  -0.166
P (-11.19, 19.84, 16.19)  0.215
F (-12.58, 20.60, 16.24)  -0.118
F (-10.97, 20.21, 17.76)  -0.143
F (-11.95, 18.46, 16.52)  -0.144
F (-9.78, 19.04, 16.06)  -0.177
F (-11.60, 19.48, 14.59)  -0.200
F (-10.41, 21.17, 15.73)  -0.148
P (-13.52, 20.68, 26.40)  0.163
F (-13.70, 19.10, 25.90)  -0.222
F (-15.08, 20.93, 26.05)  -0.174
F (-13.96, 20.17, 27.89)  -0.219
F (-13.45, 22.22, 26.92)  -0.178
F (-12.00, 20.39, 26.95)  -0.209
F (-12.89, 20.94, 24.96)  -0.153
P (-7.33, 17.00, 22.46)  0.177
F (-6.99, 16.49, 20.92)  -0.214
F (-5.96, 16.30, 22.93)  -0.167
F (-6.62, 18.45, 22.15)  -0.206
F (-7.54, 17.50, 23.98)  -0.152
F (-8.73, 17.69, 22.00)  -0.164
F (-8.17, 15.65, 22.71)  -0.147

Orbital gap = 5.777 eV
Multiplicity = 1
LUMO level = 0.1 eV
Total charge = -2
Electronic energy = -181279.018 eV
HOMO = -5.7 eV